1.
77
Properties=species:S:1:pos:R:3 method="wB97M-V/def2-TZVPD" lumo_energy_ev="-8.94 / -10.37" orbital_gap_ev="6.4 / 5.0" e_homo_ev="-15.38 / -15.37" charge=+3 s2=3.79 spin_multiplicity=4 energy_ev=-197095.2188
Re 0.283 0.097 -0.286
O 0.886 -3.542 3.825
C 2.054 -3.640 3.176
C 2.900 -4.681 3.556
C 4.136 -4.830 2.971
C 4.561 -3.965 1.952
C 3.723 -2.970 1.533
C 2.455 -2.785 2.130
C 1.622 -1.705 1.650
O 1.934 -1.124 0.504
N 0.572 -1.319 2.352
N 0.107 -0.170 1.777
C -0.266 0.829 2.492
C -0.186 2.125 1.828
C -0.472 3.317 2.447
C -0.124 4.508 1.810
C 0.527 4.451 0.594
C 0.755 3.214 0.004
N 0.384 2.069 0.589
H 0.436 -2.711 3.595
H 2.558 -5.341 4.344
H 4.793 -5.621 3.311
H 5.544 -4.075 1.515
H 4.032 -2.288 0.750
H -0.397 0.736 3.565
H -0.941 3.316 3.423
H -0.346 5.460 2.274
H 0.858 5.347 0.087
H 1.244 3.135 -0.956
Se -2.149 0.706 -0.701
P -1.551 1.670 -2.619
Se 0.559 0.974 -2.730
C -2.653 1.054 -3.882
C -2.347 -0.022 -4.709
C -3.301 -0.493 -5.596
C -4.557 0.100 -5.643
C -4.861 1.174 -4.814
C -3.913 1.659 -3.927
C -1.650 3.447 -2.689
C -1.384 4.000 -3.947
C -1.490 5.369 -4.114
C -1.865 6.172 -3.040
C -2.126 5.614 -1.796
C -2.013 4.244 -1.610
H -1.358 -0.467 -4.692
H -3.068 -1.320 -6.254
H -5.303 -0.271 -6.333
H -5.837 1.640 -4.858
H -4.160 2.496 -3.284
H -1.112 3.371 -4.788
H -1.291 5.812 -5.081
H -1.960 7.242 -3.178
H -2.424 6.247 -0.970
H -2.240 3.802 -0.646
C 0.685 -3.756 -3.972
N 1.886 -3.673 -3.007
C 1.813 -4.883 -2.052
N 0.559 -4.897 -1.387
C -0.540 -5.000 -2.348
N -0.535 -3.845 -3.250
C -0.909 -2.616 -2.554
P 0.331 -2.189 -1.245
C 1.885 -2.387 -2.244
C 0.392 -3.850 -0.390
H 0.837 -4.643 -4.585
H 0.713 -2.869 -4.602
H 2.750 -3.735 -3.551
H 2.644 -4.808 -1.352
H 1.931 -5.772 -2.669
H -1.488 -5.042 -1.815
H -0.429 -5.915 -2.929
H -1.883 -2.754 -2.082
H -0.999 -1.786 -3.252
H 2.734 -2.373 -1.561
H 1.985 -1.557 -2.942
H -0.528 -4.011 0.171
H 1.227 -3.873 0.308


2.
71
Properties=species:S:1:pos:R:3 method="wB97M-V/def2-TZVPD" lumo_energy_ev="4.42 / 4.42" orbital_gap_ev="2.8 / 2.8" e_homo_ev="1.63 / 1.58" charge=-2 energy_ev=-44627.5447
Rh -0.169 -0.254 -0.314
C -2.832 2.337 0.347
N -2.307 1.008 0.117
C -3.220 0.107 -0.039
C -2.969 -1.184 -0.561
C -3.847 -2.273 -0.740
C -3.087 -3.262 -1.365
C -1.794 -2.719 -1.530
N -1.723 -1.475 -1.057
C -2.989 3.164 -0.917
C -2.991 2.571 -2.177
C -3.127 3.352 -3.319
C -3.257 4.724 -3.224
C -3.253 5.322 -1.968
C -3.118 4.541 -0.832
H -2.189 2.894 1.036
H -3.820 2.285 0.829
H -4.265 0.348 0.205
H -4.887 -2.315 -0.445
H -3.413 -4.249 -1.660
H -0.916 -3.193 -1.944
H -2.849 1.499 -2.260
H -3.111 2.876 -4.291
H -3.344 5.329 -4.119
H -3.333 6.398 -1.878
H -3.108 5.010 0.147
C 2.708 2.360 -0.645
N 3.009 3.796 -0.437
C 2.626 4.137 0.935
N 1.209 3.878 1.208
C 0.954 2.437 0.955
N 1.292 2.056 -0.421
C 0.499 2.866 -1.339
N 0.735 4.318 -1.151
C 2.163 4.570 -1.348
C 0.416 4.645 0.243
H 3.320 1.763 0.026
H 2.964 2.098 -1.671
H 2.835 5.198 1.109
H 3.229 3.539 1.620
H -0.096 2.210 1.131
H 1.556 1.834 1.635
H -0.552 2.643 -1.180
H 0.762 2.595 -2.362
H 2.359 5.636 -1.194
H 2.430 4.309 -2.376
H -0.642 4.437 0.416
H 0.596 5.713 0.403
C 1.409 -1.406 0.225
C 1.307 -2.762 0.660
C 0.073 -3.350 1.101
C -0.042 -4.680 1.439
C 1.059 -5.555 1.418
C 2.291 -5.009 1.051
C 2.421 -3.676 0.692
H -0.793 -2.698 1.151
H -1.019 -5.060 1.736
H 0.962 -6.600 1.692
H 3.173 -5.648 1.036
H 3.399 -3.309 0.402
C 5.428 -0.043 -0.607
C 5.002 -0.278 0.700
C 3.708 -0.705 0.960
C 2.761 -0.938 -0.066
C 3.232 -0.707 -1.381
C 4.521 -0.269 -1.643
H 6.433 0.305 -0.813
H 5.689 -0.115 1.526
H 3.384 -0.874 1.982
H 2.532 -0.879 -2.192
H 4.832 -0.102 -2.672